# 1
DFT (wB97M-V/def2-TZVPD) results for a structure of composition C23H28NO4STi at a distorted geometry.

```
58
Properties=species:S:1:pos:R:3
C -0.35860 -2.28542 0.05095
C -1.48390 -1.61472 -0.49288
C -1.05506 -0.87976 -1.64022
H -2.51772 -1.70724 -0.16072
C 0.35740 -1.07241 -1.78752
C 0.79108 -1.94193 -0.72930
H 0.96664 -0.75375 -2.63218
C -0.44108 1.01011 2.38464
C -1.59313 0.28284 1.97117
C -2.09311 0.88183 0.77954
H -2.04036 -0.56381 2.49082
C -1.21786 1.97325 0.43538
C -0.19218 2.05099 1.43473
H -1.69994 -0.37642 -2.36223
H 1.76113 -2.42850 -0.70271
H -0.37394 -3.01315 0.85858
H 0.54161 2.85288 1.50801
H -3.02273 0.66134 0.25029
H 0.12390 0.87428 3.30548
Ti 0.02407 0.08870 0.21366
C -1.32647 2.88843 -0.75488
C -0.97633 4.30640 -0.28421
C -2.75348 2.88462 -1.32465
H -1.60830 4.57527 0.57546
H -1.12670 5.02193 -1.09471
H 0.07669 4.36380 0.00942
H -3.47384 3.09857 -0.52169
H -3.01621 1.92115 -1.78163
H -2.84709 3.66344 -2.09319
C -0.34293 2.34073 -1.83415
C -0.14690 3.30306 -2.98447
H -0.75776 1.40922 -2.24836
H 0.66470 2.14271 -1.40369
O -0.26623 4.51353 -2.80828
N 0.15015 2.81867 -4.22317
C 0.54741 1.47234 -4.60093
H 0.29331 3.54121 -4.92323
C -0.63709 0.59433 -4.94958
C -0.40330 -0.74628 -5.27295
H 0.63115 -1.10397 -5.27474
C -1.46731 -1.59860 -5.56768
H -1.26545 -2.64786 -5.80081
C -2.77965 -1.10587 -5.55944
H -3.61243 -1.77302 -5.78735
C -3.02021 0.24128 -5.26471
H -4.03610 0.64288 -5.25589
C -1.94502 1.09652 -4.97568
H -2.12006 2.15781 -4.78010
H 1.13390 0.99178 -3.79791
H 1.20707 1.55966 -5.47651
C 3.20731 0.70560 2.38304
S 2.51787 -0.27555 1.06100
O 3.35976 -1.34993 0.61793
O 1.18082 -0.72949 1.66978
O 1.99412 0.66943 -0.05260
H 2.96756 0.16144 3.30630
H 2.76010 1.70749 2.40673
H 4.28917 0.75705 2.22196
```

highest occupied orbital energy (spin up / spin down): -0.2654 / -0.3001 Eh
spin multiplicity: 2
calculated total energy: -67937.4301 eV
<S²>: 0.76
frontier orbital gap (spin up / spin down): 0.282 / 0.317 hartree

***

# 2
DFT (wB97M-V/def2-TZVPD) results for a structure of composition C12H25N5O6Zn at a distorted geometry.

```
49
Properties=species:S:1:pos:R:3
O 0.97703 -0.15646 -4.08847
H 0.31180 0.64509 -4.09379
Zn -1.28105 0.04574 -1.99133
N -0.47896 1.63079 0.03155
N 1.14995 0.71900 -1.70216
N -1.79032 -1.02527 -0.11404
N -0.20544 -1.89197 -1.78369
O -0.95381 1.72286 1.21539
O -2.20659 -0.53740 1.05961
O 0.95702 -2.25659 -2.32744
O 2.10868 0.00000 -2.11050
C 1.52356 1.89735 -1.06278
C 0.60056 2.43582 -0.14835
C -1.79861 -2.35650 -0.15339
C -0.88919 -2.84654 -1.13648
C 0.95520 3.64476 0.63785
H 1.87728 3.49757 1.21404
H 0.13167 3.87692 1.30300
H 1.11955 4.48180 -0.04719
C 2.83220 2.54165 -1.35549
H 3.44588 1.96677 -2.06137
H 3.42154 2.67072 -0.43528
H 2.70021 3.55562 -1.77290
C -2.53573 -3.24651 0.77437
C -0.69460 -4.26155 -1.44326
H -2.96042 -2.65554 1.58497
H -1.85526 -4.00293 1.17402
H -3.33462 -3.78364 0.24890
H 0.06443 -4.41503 -2.19357
H -1.60231 -4.71254 -1.82720
H -0.40649 -4.83486 -0.57673
H -1.73276 0.35263 1.19744
H 1.40765 -1.33049 -2.49225
C -2.79296 1.11132 -1.87921
H -2.69868 2.16213 -2.08883
H -3.75105 0.69652 -1.61071
H -2.72675 0.46085 -2.81462
O -3.01328 3.68198 1.09759
H -3.94698 3.43700 1.02451
H -2.43633 2.87182 1.15147
C 2.44460 -0.14375 4.17028
C 2.46896 -1.17995 3.03868
C 1.67174 -0.79879 1.89652
N 1.02415 -0.57309 0.96209
H 2.81006 0.83637 3.83207
H 3.08320 -0.45423 5.00795
H 1.42826 -0.01699 4.56858
H 3.49539 -1.33494 2.70730
H 2.08160 -2.12754 3.41284
```

highest occupied orbital energy (spin up / spin down): -0.2750 / -0.2749 Eh
calculated total energy: -80989.4357 eV
frontier orbital gap (spin up / spin down): 0.188 / 0.188 hartree

***

# 3
DFT (wB97M-V/def2-TZVPD) results for a structure of composition C4H5N3O4 at a distorted geometry.

```
16
Properties=species:S:1:pos:R:3
C -1.21066 1.80248 1.51592
C -0.60473 0.96114 0.55116
C 1.23622 -1.79670 0.01643
C 0.10580 -1.34823 -0.82205
N -0.67930 2.99864 1.29866
N 0.31867 1.64907 -0.16593
N 0.24556 -0.57166 -1.89340
O 1.05629 -1.77704 1.27647
O -0.82655 -0.33953 0.41691
O 2.16732 -2.32432 -0.54401
O 0.21486 2.87962 0.34329
H -2.10548 1.65876 2.03166
H -0.70894 -2.12777 -0.75981
H 0.78501 0.28775 -1.81955
H 0.25630 -1.26672 1.31945
H -0.25037 -0.68549 -2.76519
```

highest occupied orbital energy (spin up / spin down): -0.2182 / -0.3764 Eh
spin multiplicity: 3
calculated total energy: -16881.6526 eV
<S²>: 2.03
frontier orbital gap (spin up / spin down): 0.219 / 0.271 hartree

***

# 4
DFT (wB97M-V/def2-TZVPD) results for a cluster of 2 separate species, C2H5IS in total at a distorted geometry.

```
9
Properties=species:S:1:pos:R:3
C -0.06522 0.58576 -0.21117
C 0.30153 -0.61877 0.36981
S -1.93835 0.56344 0.20904
I 3.44614 -0.30967 -0.02980
H 0.11338 1.57100 0.39718
H 0.03339 0.68116 -1.31849
H -0.08630 -1.42597 -0.21474
H 0.77915 -0.59534 1.43540
H -2.58370 -0.45161 -0.63722
```

highest occupied orbital energy (spin up / spin down): -0.3315 / -0.3081 Eh
calculated total energy: -21087.9722 eV
frontier orbital gap (spin up / spin down): 0.284 / 0.221 hartree

***

# 5
DFT (wB97M-V/def2-TZVPD) results for a structure of composition C19H16MnN4O3 at a distorted geometry.

```
43
Properties=species:S:1:pos:R:3
Mn 0.02157 0.95536 0.33295
O 3.03015 -0.87083 1.86095
C 1.98210 -0.35703 1.67572
O 1.53469 0.06268 0.45499
C 0.96844 -0.06324 2.73462
C 1.10879 -0.43287 4.05108
C 0.08400 -0.11020 4.93432
C -1.03328 0.56554 4.46092
C -1.09980 0.90715 3.12224
N -0.10939 0.59977 2.27524
H 2.00110 -0.96268 4.35673
H 0.15364 -0.38646 5.97800
H -1.85151 0.82514 5.11756
H -1.95486 1.43371 2.71326
C -2.44767 -1.04226 -0.39412
C -1.51750 0.08684 -0.36395
O -1.42742 1.08680 -1.02859
H -1.90632 -1.87405 -0.86205
H -3.33546 -0.80686 -0.97927
H -2.69364 -1.35532 0.62021
C 0.78621 5.01638 1.42254
C 0.36282 3.71001 1.47577
N 0.27337 2.94744 0.37024
C 0.67284 3.44998 -0.80621
C 1.19623 4.73244 -0.93400
C 1.18478 5.54364 0.20081
C 1.69854 5.24824 -2.20510
C 2.46019 4.63498 -3.12744
C 3.16063 3.34678 -3.06063
C 4.05272 3.02814 -4.07764
C 4.71423 1.80768 -3.98641
N 4.50923 0.97966 -2.97601
C 3.63111 1.35727 -2.04961
N 2.96209 2.49822 -2.03564
H 0.81308 5.60809 2.32607
H 0.07221 3.25149 2.40994
H 0.52005 2.83676 -1.68276
H 1.53210 6.56719 0.13360
H 1.50077 6.29945 -2.38748
H 2.69153 5.22430 -4.00658
H 4.21562 3.69453 -4.91296
H 5.43102 1.50198 -4.74028
H 3.46671 0.66590 -1.23082
```

highest occupied orbital energy (spin up / spin down): -0.5236 / -0.5236 Eh
spin multiplicity: 2
calculated total energy: -63367.9387 eV
<S²>: 1.16
net charge: +2
frontier orbital gap (spin up / spin down): 0.179 / 0.200 hartree

***

# 6
DFT (wB97M-V/def2-TZVPD) results for the molecule C23H19NO7S.

```
51
Properties=species:S:1:pos:R:3
O -1.63582 -3.02706 2.74724
C -1.47889 -1.83588 2.71571
C -1.87236 -0.96220 1.54292
N -1.96930 0.44622 1.83198
S -0.91521 1.49952 1.06165
O 0.26569 0.80954 0.62140
O -0.76452 2.62923 1.93033
C -1.88860 1.95465 -0.36194
C -1.89503 1.12431 -1.46504
C -2.67077 1.46960 -2.56003
C -3.42744 2.63078 -2.53365
C -3.41327 3.45325 -1.41759
C -2.63790 3.11327 -0.32109
O -0.93992 -1.12453 3.71286
C -0.35523 -1.83313 4.80059
C 1.17582 -1.71308 4.76308
O 1.82604 -1.63038 5.77144
C 1.69586 -1.63621 3.37910
C 2.42187 -0.50925 2.99888
C 2.68646 -0.27460 1.66622
C 2.23215 -1.17467 0.71048
O 2.39400 -0.82607 -0.61726
C 1.33197 -0.89085 -1.43513
O 0.26912 -1.39022 -1.14714
C 1.61216 -0.27376 -2.75269
C 0.65175 -0.39284 -3.75536
C 0.86254 0.18761 -4.99086
C 2.03221 0.89037 -5.23403
C 2.99088 1.01048 -4.24022
C 2.78587 0.43269 -3.00113
C 1.62631 -2.36434 1.08890
C 1.34926 -2.58710 2.42332
H -2.82052 -1.33674 1.13823
H -1.09872 -1.10335 0.77529
H -2.03353 0.66794 2.81300
H -1.29258 0.23077 -1.45710
H -2.68480 0.83416 -3.43236
H -4.03071 2.89794 -3.38864
H -4.00335 4.35700 -1.40302
H -2.59148 3.72976 0.56215
H -0.64032 -2.89194 4.74088
H -0.73337 -1.40323 5.73111
H 2.72012 0.20544 3.75027
H 3.18622 0.62486 1.34695
H -0.24832 -0.95194 -3.54851
H 0.11817 0.09219 -5.76737
H 2.19761 1.34450 -6.19991
H 3.90107 1.55847 -4.43357
H 3.52545 0.52672 -2.22204
H 1.32982 -3.08753 0.34606
H 0.85352 -3.50037 2.71562
```

highest occupied orbital energy: -0.3396 Eh
SMILES: O=C(CNS(=O)(=O)c1ccccc1)OCC(=O)c1ccc(OC(=O)c2ccccc2)cc1
calculated total energy: -50817.1943 eV
frontier orbital gap: 0.346 hartree